A molecular structure, C49H62BaNOP4S4Te at a distorted geometry, computed with ωB97M-V/def2-TZVPD.

Geometry (Å):
Ba1 -0.292 -1.217 0.347
C1 1.959 -1.616 -4.568
P1 0.957 -2.232 -3.161
C2 1.979 -3.676 -2.672
C3 -0.373 -3.092 -4.109
C4 -1.441 -3.720 -3.221
P2 -2.297 -2.519 -2.117
C5 -3.522 -3.657 -1.377
C6 -3.310 -1.588 -3.323
H1 2.941 -1.291 -4.221
H2 1.459 -0.773 -5.051
H3 2.108 -2.399 -5.315
H4 2.210 -4.317 -3.526
H5 1.464 -4.279 -1.921
H6 2.916 -3.328 -2.237
H7 0.091 -3.857 -4.739
H8 -0.818 -2.357 -4.787
H9 -0.998 -4.482 -2.571
H10 -2.190 -4.233 -3.833
H11 -4.092 -4.190 -2.141
H12 -4.216 -3.114 -0.734
H13 -3.000 -4.379 -0.747
H14 -3.869 -2.260 -3.978
H15 -2.677 -0.940 -3.931
H16 -4.017 -0.950 -2.791
C7 -1.182 3.628 5.464
C8 -2.317 2.615 5.587
S1 -2.272 1.170 4.507
C9 -0.730 0.356 4.955
C10 0.570 0.903 4.358
S2 0.478 1.353 2.601
C11 1.319 2.947 2.548
C12 0.845 4.035 3.519
S3 -0.934 4.258 3.779
H17 -0.249 3.190 5.814
H18 -1.400 4.469 6.122
H19 -3.271 3.091 5.355
H20 -2.373 2.291 6.630
H21 -0.871 -0.679 4.637
H22 -0.633 0.345 6.044
H23 1.352 0.155 4.496
H24 0.891 1.795 4.891
H25 1.196 3.270 1.514
H26 2.388 2.808 2.706
H27 1.237 4.983 3.148
H28 1.300 3.893 4.500
N1 1.984 1.246 -2.323
P3 0.254 1.350 -2.163
C13 -0.235 2.125 -3.732
C14 0.659 2.706 -4.628
C15 0.190 3.324 -5.778
C16 -1.172 3.371 -6.038
C17 -2.068 2.788 -5.153
C18 -1.601 2.158 -4.010
C19 0.088 2.825 -1.101
C20 0.828 3.993 -1.293
C21 0.515 5.140 -0.587
C22 -0.552 5.140 0.309
C23 -1.287 3.984 0.511
C24 -0.958 2.830 -0.188
P4 2.698 0.335 -1.025
C25 4.143 -0.379 -1.876
C26 4.708 -1.529 -1.332
C27 5.850 -2.087 -1.890
C28 6.432 -1.502 -3.003
C29 5.879 -0.351 -3.550
C30 4.745 0.212 -2.987
C31 3.569 1.585 -0.031
C32 3.917 1.212 1.264
C33 4.745 2.024 2.028
C34 5.198 3.229 1.513
C35 4.837 3.615 0.228
C36 4.039 2.790 -0.547
H29 2.200 0.775 -3.199
H30 1.722 2.689 -4.422
H31 0.889 3.775 -6.470
H32 -1.536 3.859 -6.932
H33 -3.130 2.816 -5.358
H34 -2.303 1.694 -3.324
H35 1.631 4.002 -2.019
H36 1.088 6.045 -0.743
H37 -0.803 6.042 0.853
H38 -2.094 3.976 1.230
H39 -1.539 1.925 -0.036
H40 4.255 -1.994 -0.463
H41 6.279 -2.982 -1.458
H42 7.320 -1.937 -3.443
H43 6.338 0.114 -4.413
H44 4.340 1.123 -3.411
H45 3.554 0.277 1.677
H46 5.027 1.717 3.027
H47 5.837 3.867 2.110
H48 5.196 4.553 -0.176
H49 3.782 3.071 -1.560
C37 -4.180 1.402 1.429
S4 -3.902 0.089 0.246
O1 -2.604 -0.549 0.695
C38 -5.181 -1.033 0.742
C39 -5.015 -1.808 1.881
C40 -6.025 -2.687 2.234
C41 -7.180 -2.769 1.467
C42 -7.335 -1.981 0.335
C43 -6.322 -1.109 -0.042
H50 -4.176 0.977 2.431
H51 -5.140 1.864 1.199
H52 -3.371 2.122 1.327
H53 -4.106 -1.747 2.468
H54 -5.905 -3.311 3.109
H55 -7.965 -3.458 1.751
H56 -8.234 -2.054 -0.262
H57 -6.418 -0.506 -0.937
Te1 -1.402 -2.982 2.787
C44 0.047 -4.291 3.604
C45 1.115 -4.753 2.839
C46 2.058 -5.617 3.375
C47 1.949 -6.038 4.693
C48 0.889 -5.584 5.463
C49 -0.053 -4.719 4.924
H58 1.210 -4.445 1.803
H59 2.878 -5.968 2.759
H60 2.680 -6.715 5.114
H61 0.790 -5.906 6.492
H62 -0.876 -4.375 5.538

Force components x, y, z for each atom (eV/Å):
0.747 0.290 -0.627
0.002 0.022 -0.102
0.140 -0.103 0.119
0.015 -0.111 0.013
0.016 0.074 -0.031
-0.038 -0.024 -0.045
0.091 -0.216 0.188
-0.116 0.011 0.014
-0.045 0.056 -0.031
-0.021 -0.004 0.023
-0.003 0.010 0.016
-0.016 -0.004 0.005
-0.011 0.014 -0.011
-0.012 0.015 0.003
-0.009 0.012 -0.003
0.007 0.029 -0.021
-0.024 0.010 0.030
0.000 0.006 0.001
0.006 -0.001 0.004
0.015 -0.001 -0.010
0.015 0.016 -0.002
0.002 0.011 0.007
0.011 -0.010 0.003
0.012 -0.004 0.008
0.009 -0.003 0.017
0.032 -0.055 0.023
0.005 0.006 0.058
-0.017 0.018 0.027
0.007 -0.014 0.036
0.124 0.004 0.059
-0.178 -0.205 -0.004
-0.003 0.077 -0.003
0.073 -0.046 0.049
-0.042 0.044 -0.012
0.004 0.022 -0.015
-0.003 0.009 -0.017
0.002 0.000 -0.013
-0.019 -0.021 -0.017
-0.020 0.026 -0.039
-0.008 -0.021 -0.003
-0.016 -0.006 -0.011
0.021 0.018 -0.046
-0.027 0.016 -0.010
-0.013 -0.020 -0.024
-0.005 0.000 -0.001
-0.023 0.009 0.003
-0.024 -0.183 -0.114
-0.171 0.089 0.432
0.089 -0.177 -0.185
0.009 -0.023 0.035
0.001 0.004 -0.030
-0.010 0.012 -0.026
-0.019 -0.017 0.006
0.009 -0.006 -0.024
-0.037 0.134 -0.056
0.000 -0.035 0.009
0.008 -0.003 0.028
0.040 0.030 0.020
-0.029 -0.013 -0.012
-0.089 -0.017 -0.027
-0.111 0.006 0.143
0.047 -0.077 -0.012
-0.018 -0.019 -0.003
0.000 -0.020 -0.009
0.014 -0.015 -0.003
0.002 -0.002 -0.025
-0.009 0.035 0.043
0.126 0.049 -0.033
0.091 -0.034 -0.014
-0.003 -0.012 0.018
0.011 0.008 0.042
-0.010 0.031 -0.023
-0.063 -0.013 0.010
0.068 0.137 -0.052
0.004 0.020 0.003
0.000 -0.001 0.003
0.005 -0.004 0.000
0.002 0.007 0.001
0.009 -0.001 0.011
0.019 -0.004 0.000
-0.002 -0.002 -0.003
-0.005 -0.007 0.007
-0.006 0.023 -0.037
0.031 -0.007 0.004
-0.008 0.007 -0.001
0.005 0.005 0.001
-0.003 -0.001 0.000
0.000 -0.003 0.001
0.007 0.013 0.012
-0.024 0.003 -0.013
0.005 0.011 -0.001
-0.002 -0.001 -0.003
-0.002 -0.002 0.004
-0.002 0.010 -0.007
-0.129 -0.069 0.030
-0.064 0.082 0.005
-0.380 0.378 0.014
-0.050 0.111 0.053
-0.002 -0.012 -0.006
0.013 -0.021 0.027
-0.021 -0.020 0.003
0.014 0.017 -0.031
-0.030 -0.042 -0.017
0.016 -0.016 -0.004
0.007 0.002 -0.003
0.009 -0.013 -0.016
0.017 0.011 -0.003
0.000 0.001 -0.002
0.000 0.003 -0.001
0.003 -0.001 -0.002
0.006 0.009 0.007
-0.097 -0.337 0.258
0.009 0.068 -0.129
0.039 -0.005 -0.022
0.028 -0.032 0.030
0.018 0.001 -0.028
0.014 -0.015 0.044
-0.046 0.034 0.080
-0.021 -0.014 -0.003
0.000 0.001 0.003
0.000 0.001 -0.003
0.003 -0.004 -0.005
-0.003 -0.010 -0.010

Net charge   +1
Frontier orbital gap   6.705 eV
E_LUMO   -0.0677 Eh
E   -5285.9514 hartree